--- P ---
ORCA calculation (ωB97M-V/def2-TZVPD) on a single C5H14N2 molecule.

Computed properties:
SMILES string: CC(C)NCCN
Gap between HOMO and LUMO in eV: 10.10

Structure (XYZ):
```
21
Properties=species:S:1:pos:R:3:mulliken_charge:R:1
N 2.226 -1.542 1.373 -0.654
C 2.126 -0.081 1.279 -0.616
C 1.348 0.348 0.034 -0.691
N -0.066 -0.146 0.161 -0.250
C -1.039 0.236 -2.041 -1.406
C -1.074 0.595 -0.562 0.450
C -2.402 0.148 0.068 -1.487
H 1.801 -1.896 2.224 0.253
H 1.583 -1.938 0.687 0.296
H 3.122 0.351 1.234 0.334
H 1.655 0.338 2.181 0.333
H 1.317 1.429 -0.062 0.420
H 1.870 -0.255 -0.714 0.326
H -0.133 -0.016 1.165 0.165
H -0.135 0.674 -2.479 0.339
H -1.780 0.843 -2.562 0.428
H -1.140 -0.837 -2.171 0.341
H -1.065 1.685 -0.485 0.316
H -2.448 0.357 1.139 0.370
H -2.482 -0.925 -0.112 0.329
H -3.284 0.633 -0.355 0.403
```

--- Q ---
ORCA calculation (ωB97M-V/def2-TZVPD) on a single C5H14N2 molecule.

Computed properties:
SMILES string: NCCCCCN
Gap between HOMO and LUMO in eV: 10.20

Structure (XYZ):
```
21
Properties=species:S:1:pos:R:3:mulliken_charge:R:1
C -1.597 1.329 1.502 -0.710
C -0.194 0.878 1.054 -0.714
C -0.012 0.770 -0.474 -0.657
C 1.302 0.059 -0.818 -0.748
C 1.063 -1.331 -1.368 -0.466
N 2.306 -2.128 -1.342 -0.650
N -2.643 0.580 0.860 -0.486
H -1.667 2.391 1.286 0.349
H -1.559 1.264 2.607 0.303
H 0.486 1.602 1.498 0.316
H -0.019 -0.127 1.463 0.363
H -0.929 0.318 -0.849 0.512
H -0.018 1.777 -0.892 0.342
H 1.907 0.024 0.102 0.414
H 1.947 0.634 -1.481 0.339
H 0.733 -1.254 -2.405 0.334
H 0.297 -1.818 -0.760 0.274
H 2.550 -2.244 -0.363 0.242
H 2.087 -3.068 -1.680 0.242
H -2.457 -0.413 0.880 0.175
H -3.582 0.759 1.180 0.226
```

--- R ---
ORCA calculation (ωB97M-V/def2-TZVPD) on a single C5H14N2 molecule.

Computed properties:
SMILES string: CC(C)CNCN
Gap between HOMO and LUMO in eV: 9.67

Structure (XYZ):
```
21
Properties=species:S:1:pos:R:3:mulliken_charge:R:1
C -0.208 0.017 -0.474 -0.743
C -0.673 -0.645 0.772 0.623
C -1.806 -1.747 0.704 -1.258
C -1.064 0.485 1.829 -1.073
N 0.798 1.026 -0.162 -0.302
C 1.679 1.382 -1.333 -0.547
N 2.128 0.210 -1.989 -0.458
H -1.037 0.482 -1.040 0.276
H 0.161 -0.792 -1.286 0.279
H 0.299 -1.039 1.204 0.151
H -1.810 -2.521 -0.288 0.262
H -2.780 -1.292 0.562 0.328
H -1.603 -2.231 1.687 0.347
H -1.942 1.064 1.401 0.276
H -1.528 0.264 3.053 0.261
H -0.212 1.143 2.228 0.312
H 1.416 0.674 0.577 0.274
H 1.094 2.017 -1.971 0.294
H 2.462 2.000 -0.826 0.332
H 1.792 0.025 -2.916 0.205
H 2.833 -0.521 -1.733 0.159
```

Energies relative to the most stable structure are P 8.2; Q 0.0; R 51.7, reported in kcal/mol.

--- P ---
ORCA calculation (ωB97M-V/def2-TZVPD) on 2 unconnected molecules or ions with the total composition C5H14N2.

Computed properties:
SMILES string: C=CCN.CCN
Gap between HOMO and LUMO in eV: 9.74

Structure (XYZ):
```
21
Properties=species:S:1:pos:R:3:mulliken_charge:R:1
C -2.442 0.982 1.426 -1.168
C -2.315 -0.109 0.340 -0.275
N -1.581 0.369 -0.820 -0.501
H -2.884 1.903 1.021 0.306
H -3.169 0.678 2.214 0.350
H -1.516 1.230 1.953 0.308
H -1.762 -1.000 0.769 0.229
H -3.361 -0.330 0.114 0.347
H -1.643 -0.342 -1.531 0.220
H -2.039 1.182 -1.215 0.207
N 1.236 1.163 0.111 -0.651
C 1.396 -0.155 -0.533 0.195
C 3.041 -2.060 -0.233 -0.751
C 2.798 -0.710 -0.463 -0.149
H 0.341 1.565 -0.061 0.242
H 1.918 1.803 -0.311 0.222
H 1.164 -0.045 -1.673 0.141
H 0.731 -0.866 -0.026 0.067
H 4.102 -2.415 -0.294 0.218
H 2.313 -2.774 0.080 0.277
H 3.673 -0.069 -0.869 0.165
```

--- Q ---
ORCA calculation (ωB97M-V/def2-TZVPD) on a single C5H14N2 molecule.

Computed properties:
SMILES string: CCNCCNC
Gap between HOMO and LUMO in eV: 9.30

Structure (XYZ):
```
21
Properties=species:S:1:pos:R:3:mulliken_charge:R:1
C 1.737 0.528 -2.165 -1.039
C 1.086 -0.844 -1.993 -0.478
N -0.191 -0.856 -1.253 -0.327
C -0.330 0.034 -0.125 -0.175
C -0.283 -0.744 1.187 -0.862
N -0.447 0.073 2.391 -0.359
C -1.757 0.718 2.507 -0.810
H 2.454 0.592 -2.985 0.344
H 0.936 1.264 -2.300 0.293
H 2.257 0.822 -1.249 0.282
H 0.919 -1.312 -2.971 0.386
H 1.773 -1.522 -1.481 0.233
H -0.905 -0.693 -1.948 0.265
H 0.391 0.855 -0.055 0.218
H -1.323 0.502 -0.153 0.265
H 0.665 -1.276 1.240 0.304
H -1.077 -1.485 1.147 0.335
H 0.329 0.721 2.418 0.249
H -2.488 0.040 2.080 0.333
H -1.767 1.746 2.133 0.262
H -1.978 0.837 3.574 0.281
```

Energies relative to the most stable structure are P 15.1; Q 0.0, reported in kcal/mol.

--- P ---
ORCA calculation (ωB97M-V/def2-TZVPD) on a single C5H14N2 molecule.

Computed properties:
SMILES string: C[C@@H](N)CN(C)C
Gap between HOMO and LUMO in eV: 9.66

Structure (XYZ):
```
21
Properties=species:S:1:pos:R:3:mulliken_charge:R:1
C 0.244 -0.041 -0.688 -1.014
N 0.044 -1.072 0.360 0.001
C -0.952 -2.035 -0.118 -1.169
C 1.276 -1.763 0.707 -1.250
C -0.505 1.236 -0.165 0.389
C 0.305 1.869 0.999 -1.260
N -0.868 2.059 -1.323 -0.565
H -0.097 -0.254 -1.708 0.416
H 1.319 0.166 -0.790 0.449
H -0.640 -3.045 -0.337 0.397
H -1.786 -2.052 0.594 0.315
H -1.452 -1.801 -1.053 0.390
H 2.002 -0.988 0.987 0.416
H 1.713 -2.286 -0.163 0.466
H 1.167 -2.217 1.700 0.362
H -1.432 0.831 0.257 0.299
H 1.094 2.522 0.571 0.243
H -0.294 2.676 1.427 0.335
H 0.658 1.079 1.636 0.360
H -0.115 2.507 -1.806 0.191
H -1.681 2.610 -1.088 0.229
```

--- Q ---
ORCA calculation (ωB97M-V/def2-TZVPD) on a single C5H14N2 molecule.

Computed properties:
SMILES string: CCCNCCN
Gap between HOMO and LUMO in eV: 9.73

Structure (XYZ):
```
21
Properties=species:S:1:pos:R:3:mulliken_charge:R:1
N -1.119 -0.719 -2.916 -0.589
C -2.042 0.009 -2.070 -0.459
C -1.592 0.254 -0.610 -0.433
N -0.271 -0.296 -0.338 -0.378
C 0.252 0.139 0.999 -0.844
C 1.756 -0.085 1.058 -0.225
C 2.295 0.387 2.421 -1.215
H -0.509 -1.336 -2.400 0.256
H -0.565 -0.137 -3.521 0.234
H -2.984 -0.548 -2.025 0.218
H -2.261 0.971 -2.537 0.273
H -2.323 -0.161 0.083 0.346
H -1.544 1.324 -0.403 0.307
H -0.329 -1.302 -0.237 0.263
H -0.003 1.179 1.159 0.385
H -0.200 -0.534 1.741 0.310
H 1.963 -1.149 0.993 0.261
H 2.181 0.514 0.262 0.291
H 2.385 1.454 2.493 0.327
H 1.611 0.015 3.191 0.323
H 3.299 0.021 2.657 0.349
```

Energies relative to the most stable structure are P 14.5; Q 0.0, reported in kcal/mol.

--- P ---
ORCA calculation (ωB97M-V/def2-TZVPD) on a gas-phase ion, C3H6IN2O (charge +1).

Computed properties:
SMILES string: [NH3+][C@@]1(I)CNC1=O
Gap between HOMO and LUMO in eV: 9.91
Net charge: +1

Structure (XYZ):
```
13
Properties=species:S:1:pos:R:3:mulliken_charge:R:1
C -0.546 -1.118 -0.576 0.094
C -0.891 0.592 0.720 -0.713
C 0.432 -0.211 0.249 0.235
N -1.610 -0.352 -0.146 -0.186
N 1.309 0.622 -0.573 -0.397
O -0.323 -2.055 -1.271 -0.463
I 1.494 -1.055 1.840 0.323
H -1.316 0.483 1.718 0.318
H -0.895 1.535 0.349 0.311
H -2.474 -0.743 0.204 0.302
H 2.284 0.148 -0.713 0.434
H 1.528 1.529 -0.200 0.347
H 1.008 0.624 -1.601 0.396
```

--- Q ---
ORCA calculation (ωB97M-V/def2-TZVPD) on a gas-phase ion, C3H6IN2O (charge +1).

Computed properties:
SMILES string: CN1C=[NH+]O[C@@H]1I
Gap between HOMO and LUMO in eV: 9.28
Net charge: +1

Structure (XYZ):
```
13
Properties=species:S:1:pos:R:3:mulliken_charge:R:1
C -0.621 0.383 0.994 -0.030
C 0.675 0.657 -0.844 -0.395
C 0.114 -1.751 -0.026 -0.874
N 0.103 -0.269 0.124 0.045
N -0.557 1.704 0.855 -0.017
O 0.175 2.110 -0.250 -0.214
I -0.201 0.564 -2.817 0.215
H -1.367 -0.099 1.601 0.445
H 1.767 0.538 -1.114 0.447
H 0.207 -2.061 1.019 0.423
H -0.810 -2.091 -0.688 0.297
H 1.031 -1.964 -0.555 0.346
H -0.516 2.279 1.703 0.310
```

Energies relative to the most stable structure are P 0.0; Q 40.1, reported in kcal/mol.

--- P ---
ORCA calculation (ωB97M-V/def2-TZVPD) on 2 unconnected molecules or ions with the total composition C2H4S3.

Computed properties:
Gap between HOMO and LUMO (alpha / beta) in eV: 9.05 / 4.36

Structure (XYZ):
```
9
Properties=species:S:1:pos:R:3:mulliken_charge:R:1
C -0.386 -2.748 0.984 0.224
C 0.664 -0.580 -0.257 -0.405
S -1.131 -3.844 1.719 -0.315
S -0.478 2.070 2.039 -0.205
S 0.899 -2.348 0.095 -0.039
H 1.630 -0.131 -0.387 0.337
H 0.045 0.047 0.447 -0.096
H 0.247 -0.404 -1.235 0.314
H -1.737 1.874 2.672 0.185
```

--- Q ---
ORCA calculation (ωB97M-V/def2-TZVPD) on 2 unconnected molecules or ions with the total composition C2H4S3.

Computed properties:
Gap between HOMO and LUMO in eV: 5.99

Structure (XYZ):
```
9
Properties=species:S:1:pos:R:3:mulliken_charge:R:1
C -0.899 0.074 -0.002 -0.576
C 0.250 -0.278 0.739 0.150
H -0.452 0.622 -3.032 0.089
H -1.147 -0.586 -0.908 0.342
H -1.755 0.452 0.720 0.291
H 2.297 -0.592 1.043 0.184
S -0.231 1.699 -0.906 -0.121
S 1.589 -1.015 -0.110 -0.135
S 0.348 -0.376 2.457 -0.225
```

--- R ---
ORCA calculation (ωB97M-V/def2-TZVPD) on a single C2H4S3 molecule.

Computed properties:
SMILES string: CSC(=S)S
Gap between HOMO and LUMO in eV: 8.22

Structure (XYZ):
```
9
Properties=species:S:1:pos:R:3:mulliken_charge:R:1
C -1.077 0.114 -0.117 0.225
C 1.681 -0.393 0.082 -0.665
S -0.743 1.846 -0.277 -0.335
S -2.763 -0.332 -0.126 -0.158
S 0.038 -1.133 -0.019 -0.018
H 1.448 0.652 -0.024 0.262
H 2.340 -0.734 -0.763 0.262
H 2.102 -0.964 0.990 0.259
H -3.028 0.945 0.254 0.167
```

Energies relative to the most stable structure are P 58.9; Q 101.2; R 0.0, reported in kcal/mol.

--- P ---
ORCA calculation (ωB97M-V/def2-TZVPD) on a molecular structure, C3H6CrO3.

Computed properties:
Spin multiplicity: 5
Gap between HOMO and LUMO (alpha / beta) in eV: 7.37 / 8.41
Net charge: +2

Structure (XYZ):
```
13
Properties=species:S:1:pos:R:3:mulliken_charge:R:1
H -0.667 1.276 -0.101 0.442
O 0.291 -1.593 0.031 -0.354
C 0.365 -0.419 0.200 0.732
O 1.239 0.452 -0.037 -0.857
Cr 2.883 0.428 -0.763 1.785
O -0.904 0.346 0.231 -0.198
C -2.167 -0.237 -0.270 -0.146
C -3.286 0.716 0.041 -1.170
H -2.244 -1.190 0.260 0.316
H -2.031 -0.407 -1.343 0.334
H -3.352 0.918 1.117 0.352
H -4.221 0.240 -0.282 0.365
H -3.178 1.660 -0.510 0.398
```

--- Q ---
ORCA calculation (ωB97M-V/def2-TZVPD) on a molecular structure, C3H6CrO3.

Computed properties:
Spin multiplicity: 5
Gap between HOMO and LUMO (alpha / beta) in eV: 4.18 / 6.21
Net charge: +2

Structure (XYZ):
```
13
Properties=species:S:1:pos:R:3:mulliken_charge:R:1
C -0.306 -0.834 -1.370 -0.379
C 0.119 -0.874 0.061 -0.003
O 0.454 0.436 0.560 -0.176
C 0.837 0.567 1.810 -0.008
O 1.064 1.871 1.898 -0.329
Cr 0.460 2.552 -0.145 1.561
H 0.202 -1.653 -1.896 0.276
H -0.195 0.170 -1.801 0.058
H 0.965 -1.544 0.244 0.374
H 1.417 2.139 2.757 0.421
H -0.929 -1.188 0.541 0.389
O -1.780 -1.220 -1.285 -0.465
H -2.308 -0.422 -1.373 0.280
```

Energies relative to the most stable structure are P 0.0; Q 81.0, reported in kcal/mol.